No. 1
This record from the Open Molecules 2025 dataset describes 10 unconnected molecules or ions with the total composition C24H74N6O10 in a non-equilibrium geometry. The level of theory is wB97M-V/def2-TZVPD.

Properties
2S+1: 1
E: -2039.47341 hartree
SMILES: COC[C@H](C)N.COC[C@H](C)N.COC[C@H](C)N.COC[C@H](C)N.COC[C@H](C)N.COC[C@H](C)N.O.O.O.O
HOMO-LUMO gap: 9.396 eV
Lowest unoccupied orbital energy: 0.25 eV
Net charge: 0
Molecular weight: 606.89 g mol⁻¹
HOMO level: -9.15 eV

Bonds (Å) are listed after each position.
Geometry (Å):
1 C 19.608 13.433 -15.457  C2 1.554, H7 1.090, H8 1.090, H9 1.090
2 C 18.839 13.731 -16.774  C1 1.554, C3 1.626, N6 1.396, H10 1.090
3 C 18.857 15.237 -17.386  C2 1.626, O4 1.425, H11 1.090, H12 1.090
4 O 17.999 15.229 -18.525  C3 1.425, C5 1.416
5 C 17.782 16.513 -19.081  O4 1.416, H13 1.090, H14 1.090, H15 1.090
6 N 19.285 12.789 -17.703  C2 1.396, H16 1.010, H17 1.010
7 H 19.465 12.419 -15.084  C1 1.090
8 H 19.216 14.066 -14.661  C1 1.090
9 H 20.637 13.788 -15.511  C1 1.090
10 H 17.820 13.457 -16.502  C2 1.090
11 H 19.836 15.653 -17.622  C3 1.090
12 H 18.516 15.930 -16.617  C3 1.090
13 H 18.687 16.958 -19.495  C5 1.090
14 H 17.310 17.122 -18.311  C5 1.090
15 H 17.067 16.427 -19.899  C5 1.090
16 H 20.253 12.992 -17.909  N6 1.010
17 H 18.764 12.939 -18.555  N6 1.010
18 C 18.205 25.682 -24.623  C19 1.537, H24 1.090, H25 1.090, H26 1.090
19 C 17.097 25.569 -25.684  C18 1.537, C20 1.518, N23 1.477, H27 1.090
20 C 16.856 24.145 -26.152  C19 1.518, O21 1.390, H28 1.090, H29 1.090
21 O 17.939 23.632 -26.856  C20 1.390, C22 1.428
22 C 17.757 22.271 -27.251  O21 1.428, H30 1.090, H31 1.090, H32 1.090
23 N 15.871 26.257 -25.230  C19 1.477, H33 1.010, H34 1.010
24 H 19.174 25.414 -25.044  C18 1.090
25 H 18.232 25.001 -23.772  C18 1.090
26 H 18.222 26.719 -24.285  C18 1.090
27 H 17.443 26.165 -26.528  C19 1.090
28 H 16.052 24.180 -26.887  C20 1.090
29 H 16.672 23.633 -25.207  C20 1.090
30 H 16.734 22.072 -27.569  C22 1.090
31 H 17.979 21.596 -26.425  C22 1.090
32 H 18.343 22.173 -28.165  C22 1.090
33 H 15.221 25.909 -25.919  N23 1.010
34 H 15.976 27.241 -25.433  N23 1.010
35 C 5.106 21.846 -23.050  C36 1.497, H41 1.090, H42 1.090, H43 1.090
36 C 5.498 22.392 -24.388  C35 1.497, C37 1.551, N40 1.461, H44 1.090
37 C 4.408 23.253 -25.079  C36 1.551, O38 1.417, H45 1.090, H46 1.090
38 O 3.185 22.552 -25.221  C37 1.417, C39 1.418
39 C 3.315 21.460 -26.116  O38 1.418, H47 1.090, H48 1.090, H49 1.090
40 N 6.769 23.110 -24.327  C36 1.461, H50 1.010, H51 1.010
41 H 5.815 21.100 -22.693  C35 1.090
42 H 4.176 21.278 -23.066  C35 1.090
43 H 5.087 22.542 -22.211  C35 1.090
44 H 5.643 21.494 -24.988  C36 1.090
45 H 4.728 23.505 -26.089  C37 1.090
46 H 4.244 24.123 -24.443  C37 1.090
47 H 3.999 20.659 -25.836  C39 1.090
48 H 3.528 21.856 -27.109  C39 1.090
49 H 2.336 20.980 -26.128  C39 1.090
50 H 7.485 22.438 -24.093  N40 1.010
51 H 7.124 23.396 -25.228  N40 1.010
52 C 5.912 20.142 -14.855  C53 1.523, H58 1.090, H59 1.090, H60 1.090
53 C 6.892 20.590 -13.780  C52 1.523, C54 1.612, N57 1.431, H61 1.090
54 C 7.778 21.872 -14.191  C53 1.612, O55 1.414, H62 1.090, H63 1.090
55 O 8.701 22.359 -13.238  C54 1.414, C56 1.431
56 C 9.604 21.396 -12.685  O55 1.431, H64 1.090, H65 1.090, H66 1.090
57 N 6.169 20.844 -12.571  C53 1.431, H67 1.010, H68 1.010
58 H 6.180 19.964 -15.896  C52 1.090
59 H 5.104 20.850 -15.042  C52 1.090
60 H 5.402 19.255 -14.476  C52 1.090
61 H 7.600 19.774 -13.638  C53 1.090
62 H 7.133 22.676 -14.547  C54 1.090
63 H 8.254 21.592 -15.131  C54 1.090
64 H 9.264 20.618 -12.001  C56 1.090
65 H 10.381 21.914 -12.124  C56 1.090
66 H 10.118 20.798 -13.438  C56 1.090
67 H 6.853 20.772 -11.832  N57 1.010
68 H 5.965 21.833 -12.541  N57 1.010
69 C 9.525 15.055 -18.385  C70 1.493, H75 1.090, H76 1.090, H77 1.090
70 C 9.376 14.265 -19.643  C69 1.493, C71 1.568, N74 1.394, H78 1.090
71 C 7.902 14.286 -20.176  C70 1.568, O72 1.438, H79 1.090, H80 1.090
72 O 7.004 13.670 -19.237  C71 1.438, C73 1.469
73 C 5.678 13.793 -19.858  O72 1.469, H81 1.090, H82 1.090, H83 1.090
74 N 10.194 14.717 -20.677  C70 1.394, H84 1.010, H85 1.010
75 H 8.921 14.474 -17.688  C69 1.090
76 H 9.126 16.069 -18.391  C69 1.090
77 H 10.539 15.113 -17.991  C69 1.090
78 H 9.582 13.204 -19.500  C70 1.090
79 H 7.773 13.769 -21.127  C71 1.090
80 H 7.713 15.320 -20.464  C71 1.090
81 H 5.590 14.744 -20.385  C73 1.090
82 H 4.976 13.712 -19.029  C73 1.090
83 H 5.518 12.938 -20.514  C73 1.090
84 H 11.105 14.311 -20.518  N74 1.010
85 H 10.269 15.704 -20.479  N74 1.010
86 C 21.266 20.535 -11.405  C87 1.602, H92 1.090, H93 1.090, H94 1.090
87 C 20.927 21.241 -12.803  C86 1.602, C88 1.555, N91 1.453, H95 1.090
88 C 19.405 21.416 -13.070  C87 1.555, O89 1.440, H96 1.090, H97 1.090
89 O 19.340 22.027 -14.372  C88 1.440, C90 1.412
90 C 18.024 22.318 -14.790  O89 1.412, H98 1.090, H99 1.090, H100 1.090
91 N 21.508 22.567 -12.684  C87 1.453, H101 1.010, H102 1.010
92 H 20.542 20.727 -10.613  C86 1.090
93 H 22.294 20.641 -11.059  C86 1.090
94 H 21.120 19.475 -11.611  C86 1.090
95 H 21.453 20.725 -13.607  C87 1.090
96 H 18.807 22.041 -12.408  C88 1.090
97 H 19.009 20.405 -12.972  C88 1.090
98 H 18.064 22.569 -15.850  C90 1.090
99 H 17.564 23.064 -14.141  C90 1.090
100 H 17.423 21.437 -14.563  C90 1.090
101 H 20.948 23.048 -13.374  N91 1.010
102 H 21.288 23.066 -11.834  N91 1.010
103 O 12.061 20.088 -25.718  H104 0.957, H105 0.957
104 H 12.199 20.271 -26.648  O103 0.957
105 H 11.504 19.310 -25.707  O103 0.957
106 O 8.027 27.095 -20.937  H107 0.957, H108 0.957
107 H 8.790 26.681 -20.534  O106 0.957
108 H 7.749 26.479 -21.614  O106 0.957
109 O 12.890 26.019 -20.600  H110 0.957, H111 0.957
110 H 13.128 26.631 -19.903  O109 0.957
111 H 13.198 26.438 -21.403  O109 0.957
112 O 11.977 21.102 -20.618  H113 0.957, H114 0.957
113 H 12.105 21.991 -20.285  O112 0.957
114 H 12.117 21.177 -21.562  O112 0.957

No. 2
This record from the Open Molecules 2025 dataset describes 12 unconnected molecules or ions with the total composition C24H76N4O12 in a non-equilibrium geometry. The level of theory is wB97M-V/def2-TZVPD.

Properties
2S+1: 1
E: -2081.74523 hartree
SMILES: COC[C@H](C)N.COC[C@H](C)N.COC[C@H](C)N.COC[C@H](C)N.CCO.CCO.CCO.CCO.O.O.O.O
HOMO-LUMO gap: 9.772 eV
Lowest unoccupied orbital energy: 0.53 eV
Net charge: 0
Molecular weight: 612.89 g mol⁻¹
HOMO level: -9.24 eV

Bonds (Å) are listed after each position.
Geometry (Å):
1 C -4.501 1.766 1.311  C2 1.527, H4 1.114, H5 1.115, H6 1.089
2 C -3.188 1.039 1.594  C1 1.527, O3 1.451, H7 1.158, H8 1.158
3 O -2.949 0.147 0.474  C2 1.451, H9 0.980
4 H -5.267 0.988 1.089  C1 1.114
5 H -4.358 2.417 0.417  C1 1.115
6 H -4.870 2.317 2.174  C1 1.089
7 H -3.202 0.575 2.654  C2 1.158
8 H -2.353 1.834 1.703  C2 1.158
9 H -2.177 -0.369 0.788  O3 0.980
10 C 0.990 -0.037 -2.060  C11 1.531, H13 1.047, H14 1.080, H15 1.093
11 C -0.437 -0.587 -1.988  C10 1.531, O12 1.430, H16 1.103, H17 1.061
12 O -1.234 0.446 -2.573  C11 1.430, H18 0.958
13 H 0.931 0.933 -1.670  C10 1.047
14 H 1.259 0.082 -3.100  C10 1.080
15 H 1.730 -0.591 -1.478  C10 1.093
16 H -0.806 -0.904 -0.999  C11 1.103
17 H -0.555 -1.471 -2.563  C11 1.061
18 H -2.135 0.149 -2.436  O12 0.958
19 C 7.057 1.286 1.751  C20 1.542, H22 1.107, H23 1.090, H24 1.107
20 C 6.104 2.152 0.903  C19 1.542, O21 1.384, H25 1.122, H26 1.100
21 O 5.767 3.261 1.659  C20 1.384, H27 0.988
22 H 6.488 1.190 2.695  C19 1.107
23 H 7.998 1.818 1.897  C19 1.090
24 H 7.175 0.226 1.451  C19 1.107
25 H 5.179 1.580 0.628  C20 1.122
26 H 6.660 2.525 0.030  C20 1.100
27 H 4.868 3.192 2.063  O21 0.988
28 C 0.788 -0.663 3.042  C29 1.505, H31 1.083, H32 1.115, H33 1.109
29 C 0.376 -1.043 1.645  C28 1.505, O30 1.427, H34 1.076, H35 1.072
30 O -1.037 -1.216 1.551  C29 1.427, H36 0.988
31 H 0.380 -1.320 3.800  C28 1.083
32 H 0.554 0.412 3.222  C28 1.115
33 H 1.896 -0.693 3.007  C28 1.109
34 H 0.809 -1.985 1.355  C29 1.076
35 H 0.681 -0.245 0.996  C29 1.072
36 H -1.169 -2.192 1.476  O30 0.988
37 O 3.024 3.178 2.593  H38 0.933, H39 0.954
38 H 3.114 3.774 3.305  O37 0.933
39 H 2.540 3.690 1.950  O37 0.954
40 O 0.087 2.814 -3.124  H41 0.964, H42 1.026
41 H -0.243 3.509 -3.704  O40 0.964
42 H -0.547 2.024 -3.290  O40 1.026
43 O -3.841 -0.071 -1.940  H44 0.977, H45 0.996
44 H -3.788 -0.308 -0.994  O43 0.977
45 H -4.434 0.724 -1.850  O43 0.996
46 O -5.887 -2.698 -2.744  H47 0.944, H48 0.947
47 H -6.122 -2.626 -1.833  O46 0.944
48 H -5.090 -2.203 -2.873  O46 0.947
49 C -3.325 -3.944 -0.107  C50 1.565, H55 1.105, H56 1.102, H57 1.115
50 C -2.017 -4.693 -0.528  C49 1.565, C51 1.457, N54 1.462, H58 1.116
51 C -1.293 -5.184 0.638  C50 1.457, O52 1.471, H59 1.075, H60 1.175
52 O -0.757 -4.070 1.434  C51 1.471, C53 1.405
53 C 0.345 -4.493 2.195  O52 1.405, H61 1.065, H62 1.087, H63 1.110
54 N -2.417 -5.799 -1.397  C50 1.462, H64 1.003, H65 0.975
55 H -3.032 -3.184 0.641  C49 1.105
56 H -4.037 -4.637 0.370  C49 1.102
57 H -3.870 -3.410 -0.919  C49 1.115
58 H -1.350 -4.023 -1.121  C50 1.116
59 H -0.502 -5.820 0.284  C51 1.075
60 H -2.004 -5.862 1.283  C51 1.175
61 H 1.258 -4.434 1.650  C53 1.065
62 H 0.176 -5.437 2.706  C53 1.087
63 H 0.496 -3.741 2.997  C53 1.110
64 H -3.146 -5.422 -1.974  N54 1.003
65 H -1.692 -6.028 -2.006  N54 0.975
66 C 0.502 5.125 3.396  C67 1.498, H72 1.115, H73 1.120, H74 1.070
67 C 0.950 5.618 2.055  C66 1.498, C68 1.532, N71 1.498, H75 1.085
68 C 2.174 6.524 2.227  C67 1.532, O69 1.427, H76 1.093, H77 1.131
69 O 1.995 7.434 3.311  C68 1.427, C70 1.379
70 C 2.987 8.389 3.380  O69 1.379, H78 1.125, H79 1.092, H80 1.135
71 N 1.323 4.546 1.077  C67 1.498, H81 1.006, H82 1.042
72 H 0.414 6.007 4.071  C66 1.115
73 H 1.206 4.389 3.864  C66 1.120
74 H -0.477 4.707 3.285  C66 1.070
75 H 0.162 6.262 1.679  C67 1.085
76 H 2.363 7.020 1.271  C68 1.093
77 H 3.161 6.018 2.448  C68 1.131
78 H 2.973 9.157 2.557  C70 1.125
79 H 3.957 7.890 3.439  C70 1.092
80 H 2.857 8.902 4.384  C70 1.135
81 H 0.630 3.818 1.022  N71 1.006
82 H 1.218 4.957 0.125  N71 1.042
83 C 1.457 -7.532 0.016  C84 1.518, H89 1.081, H90 1.075, H91 1.089
84 C 2.549 -6.894 -0.824  C83 1.518, C85 1.492, N88 1.547, H92 1.113
85 C 2.918 -7.658 -2.051  C84 1.492, O86 1.437, H93 1.109, H94 1.097
86 O 1.840 -7.575 -2.997  C85 1.437, C87 1.425
87 C 2.004 -8.654 -3.912  O86 1.425, H95 1.092, H96 1.116, H97 1.097
88 N 2.272 -5.405 -1.143  C84 1.547, H98 0.988, H99 1.018
89 H 0.457 -7.328 -0.342  C83 1.081
90 H 1.634 -7.120 0.993  C83 1.075
91 H 1.664 -8.599 0.076  C83 1.089
92 H 3.437 -6.818 -0.156  C84 1.113
93 H 3.117 -8.716 -1.787  C85 1.109
94 H 3.868 -7.330 -2.491  C85 1.097
95 H 1.389 -8.377 -4.770  C87 1.092
96 H 1.579 -9.569 -3.434  C87 1.116
97 H 3.038 -8.690 -4.276  C87 1.097
98 H 1.734 -5.416 -1.971  N88 0.988
99 H 3.121 -4.863 -1.289  N88 1.018
100 C -1.635 5.754 -1.093  C101 1.578, H106 1.124, H107 1.092, H108 1.130
101 C -2.422 4.461 -0.649  C100 1.578, C102 1.540, N105 1.476, H109 1.132
102 C -3.507 4.047 -1.659  C101 1.540, O103 1.411, H110 1.085, H111 1.083
103 O -2.991 4.043 -2.973  C102 1.411, C104 1.371
104 C -3.757 3.420 -3.923  O103 1.371, H112 1.068, H113 1.066, H114 1.084
105 N -1.427 3.395 -0.421  C101 1.476, H115 1.017, H116 1.018
106 H -0.703 5.808 -0.467  C100 1.124
107 H -2.183 6.697 -1.039  C100 1.092
108 H -1.369 5.612 -2.182  C100 1.130
109 H -2.953 4.654 0.333  C101 1.132
110 H -4.396 4.654 -1.514  C102 1.085
111 H -3.704 3.023 -1.369  C102 1.083
112 H -4.175 2.494 -3.590  C104 1.068
113 H -3.182 3.128 -4.772  C104 1.066
114 H -4.550 4.099 -4.216  C104 1.084
115 H -0.802 3.370 -1.223  N105 1.017
116 H -1.814 2.476 -0.628  N105 1.018